Computed, not measured: a molecular structure, C12H22CeN3O5P, with wB97M-V/def2-TZVPD.

Cartesian coordinates (Å):
Ce (-0.515, 0.995, -2.245)
P (0.180, -0.711, 0.819)
O (2.759, 1.355, -2.271)
O (-0.609, 3.063, 0.525)
O (0.379, -0.455, -0.655)
O (-0.552, 4.263, -3.697)
O (-3.854, 1.342, -2.280)
N (0.800, 0.576, 1.639)
N (-1.430, -0.979, 1.034)
N (1.155, -1.983, 1.166)
C (1.979, 1.293, 1.153)
C (-0.582, 2.389, -0.436)
C (1.599, 1.330, -2.470)
C (-2.689, 1.340, -2.464)
C (0.774, -2.847, 2.219)
C (-0.549, -0.511, -4.107)
C (-2.404, -0.595, 0.024)
C (-0.560, 3.187, -3.256)
C (0.719, 0.641, 3.076)
C (2.569, -1.839, 0.922)
C (-0.550, 0.731, -4.741)
C (-1.991, -0.909, 2.352)
H (2.853, 0.800, 1.604)
H (-0.267, -3.182, 2.136)
H (-1.491, -1.028, -3.748)
H (-3.402, -1.002, 0.273)
H (-0.276, 0.473, 3.497)
H (0.933, -2.305, 3.153)
H (1.412, -0.101, 3.489)
H (-1.371, -1.358, 3.135)
H (1.454, -3.695, 2.217)
H (2.114, 1.339, 0.065)
H (-2.974, -1.397, 2.367)
H (-2.192, -0.892, -1.021)
H (-2.582, 0.486, 0.070)
H (3.022, -1.377, 1.808)
H (-1.482, 1.284, -5.035)
H (0.400, -1.013, -3.741)
H (3.041, -2.823, 0.839)
H (2.867, -1.249, 0.040)
H (0.383, 1.281, -5.034)
H (-2.184, 0.142, 2.587)
H (2.020, 2.325, 1.558)
H (1.091, 1.615, 3.433)

Output
* orbital gap (alpha / beta): 3.420 / 3.548 eV
* total charge: +3
* energy relative to the best compared isomer or geometry (same formula, charge and spin): 590.4 kJ/mol
* spin multiplicity: 2
* LUMO energy (alpha / beta): -13.945 / -13.845 eV
* ⟨S²⟩: 0.755
* molecular weight: 459.41 Da